The following is a DFT calculation (ωB97M-V with the def2-TZVPD basis set) of C7H12FN in the gas phase at a distorted geometry.

For the maximum force, the calculation gives 3.483 eV/Å. As for the electronic energy: -11656.8194 eV. The calculation puts the gap between HOMO and LUMO (spin up / spin down) at 6.9571 / 7.1067 eV. The calculation puts the relative energy (zero: lowest compared OMol25 entry of this formula, charge and spin) at 3.368 eV.

```
21
Properties=species:S:1:pos:R:3:nbo_charge:R:1
C 0.6695 0.1155 0.6302 -0.14
C -0.1237 0.4165 -0.5591 -0.02
C -0.0577 1.6018 -1.0737 -0.22
C -0.5033 -1.6756 1.7175 0.22
C -0.8389 -0.6874 -1.2900 -0.66
C -0.7722 2.0577 -2.2341 -0.66
C 1.7454 -1.0307 2.3215 -0.41
N 0.6035 -0.9368 1.4031 -0.29
F -1.7108 -1.3969 1.3072 -0.32
H 1.3519 0.8495 0.9609 0.18
H 0.4278 2.3680 -0.4979 0.19
H -0.4098 -2.6162 2.0829 0.14
H -1.4594 -1.3686 -0.6935 0.24
H -0.1090 -1.1895 -1.8486 0.22
H -1.3892 -0.2500 -2.1872 0.21
H -1.8365 2.2811 -1.9834 0.21
H -0.9536 1.4703 -3.1356 0.22
H -0.3346 3.0528 -2.4396 0.22
H 1.4140 -0.2418 3.1086 0.22
H 1.6777 -1.9969 2.7614 0.21
H 2.6088 -0.8229 1.6491 0.22
```